The following is a quantum chemistry calculation of a 2-piece molecular cluster, C3H6O3 overall at a distorted geometry, from OMol25.

Properties
highest occupied orbital energy: -10.104 eV
lowest unoccupied orbital energy: 0.8 eV
spin multiplicity: 1
calculated total energy: -343.58303 Ha
Kohn-Sham gap: 10.913 eV
energy above the lowest of the compared OMol25 structures with the same formula, charge and spin: 44.9 kcal per mole

Last column: natural (NBO) charge in e.
Element x y z (Å)
O: -3.738 -1.130 -0.250  -0.58
O: -1.929 0.176 -0.983  -0.65
O: 0.438 1.416 0.748  -0.53
C: 1.604 1.179 0.475  0.43
C: -2.698 -0.937 -0.921  0.62
C: 2.193 -0.196 0.798  -0.73
H: 2.144 1.875 -0.255  0.12
H: -2.376 0.743 -0.393  0.49
H: 2.814 -0.195 1.774  0.24
H: -2.573 -1.524 -1.865  0.12
H: 1.217 -0.894 0.794  0.25
H: 2.904 -0.513 0.077  0.22